1.
The following is a quantum chemistry calculation of one molecule with the formula C4H12Si2 in a non-equilibrium geometry, from the OMol25 dataset.

For the relative energy (zero: lowest compared OMol25 entry of this formula, charge and spin), the calculation gives 2.805 eV. The value obtained for the orbital gap (alpha / beta) is 5.48 / 7.57 eV. Its spin multiplicity is 3. The HOMO energy (alpha / beta) comes out at -4.866 / -9.584 eV.

Each line ends with the Mulliken charge.
CARTESIAN COORDINATES (ANGSTROEM)
C: 0.41797 -1.20964 -0.33659  -1.11
C: 1.31307 -0.28045 -0.01744  1.19
C: 2.63674 -0.15738 -0.74864  -1.24
C: 1.05281 0.78912 0.98157  -1.45
Si: -2.82643 0.66251 -0.37158  0.27
Si: -1.59285 -1.25303 0.40014  0.22
H: 0.50646 -2.00156 -1.04715  0.44
H: 2.88119 -1.10911 -1.14688  0.37
H: 2.66320 0.39276 -1.65784  0.32
H: 3.27888 0.17502 0.04405  0.31
H: 0.19014 0.71120 1.49163  0.47
H: 1.10987 1.85370 0.66528  0.30
H: 1.94268 0.89219 1.59299  0.34
H: -3.69343 -0.27627 -1.36938  -0.08
H: -3.83639 1.42484 0.43647  -0.11
H: -2.13072 1.66130 -1.28843  -0.07
H: -1.32285 -1.66798 1.92229  -0.06
H: -1.99639 -2.54042 -0.37589  -0.11

Atoms 1-6, force components in eV/Å:
C -9.2709 -5.2606 -0.4619
C 6.0623 6.3851 1.2777
C -1.9160 -0.6229 1.0831
C 3.4161 0.7645 -1.9262
Si -1.2028 -1.1577 -1.5049
Si 3.3748 -1.0091 -0.7166

---

2.
The following is a quantum chemistry calculation of one molecule with the formula C5H8ClPS in a non-equilibrium geometry, from the OMol25 dataset.

For the relative energy (zero: lowest compared OMol25 entry of this formula, charge and spin), the calculation gives 0.817 eV. The value obtained for the orbital gap is 8.24 eV. Its spin multiplicity is 1. The HOMO energy comes out at -8.449 eV.

Each line ends with the Mulliken charge.
CARTESIAN COORDINATES (ANGSTROEM)
C: 0.17366 -0.21187 1.49659  -0.81
C: -0.71668 0.01757 0.57582  0.96
C: -0.33384 0.27660 -0.87147  -0.68
C: 0.97520 -0.37897 -1.28612  -0.83
C: -2.19146 0.12045 0.86402  -1.31
P: 2.23565 -0.16901 0.05972  0.45
S: 3.78506 -1.32806 0.00835  -0.36
Cl: 2.70824 1.77130 -0.02201  -0.22
H: 0.22917 -0.41149 2.53938  0.41
H: -1.13752 -0.07552 -1.51956  0.37
H: -0.25559 1.35910 -1.00564  0.30
H: 0.85406 -1.45842 -1.40271  0.38
H: 1.35064 0.03468 -2.22406  0.37
H: -2.40190 -0.10829 1.90544  0.35
H: -2.74165 -0.57107 0.23014  0.33
H: -2.53302 1.13299 0.65211  0.31

Atoms 1-6, force components in eV/Å:
C 3.2986 -0.0465 -2.1366
C -0.5022 0.1062 -0.1786
C 0.1819 0.0027 -0.0098
C 0.3668 0.1583 0.3864
C 0.1817 -0.0162 0.2173
P -2.6495 -1.3817 0.9766

---

3.
The following is a quantum chemistry calculation of one molecule with the formula C4H11NO in a non-equilibrium geometry, from the OMol25 dataset.

For the relative energy (zero: lowest compared OMol25 entry of this formula, charge and spin), the calculation gives 1.211 eV. The value obtained for the orbital gap is 9.72 eV. As for the SMILES: CCCNCO. Its spin multiplicity is 1. The HOMO energy comes out at -8.616 eV.

Each line ends with the Mulliken charge.
CARTESIAN COORDINATES (ANGSTROEM)
C: -0.58742 -0.09738 -0.57727  -0.89
N: 0.30074 -1.23042 -0.45898  -0.29
C: 1.70896 -1.12360 -0.15804  -0.27
O: 2.35903 -2.33419 -0.35774  -0.53
C: -0.81260 0.63322 0.77611  -0.07
C: -1.35917 2.03502 0.49076  -1.22
H: -0.16567 0.52146 -1.37465  0.36
H: -1.55613 -0.49877 -0.86686  0.36
H: -0.10710 -1.99252 0.06921  0.21
H: 1.85317 -0.85505 0.89565  0.25
H: 2.11319 -0.28837 -0.73704  0.29
H: 2.14540 -2.66771 -1.23693  0.32
H: 0.19238 0.75388 1.18193  0.25
H: -1.50964 0.00196 1.30323  0.27
H: -0.64123 2.64770 -0.05160  0.33
H: -2.17754 1.91388 -0.23538  0.30
H: -1.75636 2.58090 1.33761  0.34

Atoms 1-6, force components in eV/Å:
C 0.4915 -0.2848 0.7929
N -0.1069 -1.4213 -0.5771
C -0.9249 1.0970 0.6306
O 0.2826 -0.3476 -0.0148
C 0.8549 1.0734 -1.9095
C -0.7892 -0.5209 -0.7878

---

4.
The following is a quantum chemistry calculation of C23H27CaN3O3P2S3 as an isolated structure, from the OMol25 dataset.

For the relative energy (zero: lowest compared OMol25 entry of this formula, charge and spin), the calculation gives 0.513 eV. The value obtained for the orbital gap is 5.55 eV. Its net charge is -2. Its spin multiplicity is 1. The HOMO energy comes out at -1.163 eV.

Each line ends with the Mulliken charge.
CARTESIAN COORDINATES (ANGSTROEM)
Ca: -0.62492 -0.74505 -0.27515  0.94
C: 2.77548 0.07501 2.77381  -1.58
C: 2.15099 -0.61317 1.56980  1.13
O: 1.23295 -0.01060 1.01529  -0.23
C: 2.67952 -1.89586 1.12920  0.19
C: 3.87114 -2.38354 1.70516  -0.78
C: 4.47284 -3.54712 1.29837  -0.81
C: 3.86431 -4.28505 0.26190  -0.35
C: 2.70061 -3.86752 -0.31333  -0.69
C: 2.02630 -2.66378 0.09760  0.37
O: 0.93159 -2.34984 -0.44664  -0.79
H: 2.18478 0.96340 2.98317  0.08
H: 3.80982 0.36414 2.57671  0.40
H: 2.76893 -0.58098 3.64509  0.42
H: 4.33759 -1.80922 2.49613  0.28
H: 5.39062 -3.88904 1.75956  0.35
H: 4.32630 -5.20553 -0.08234  0.35
H: 2.22195 -4.43027 -1.10568  0.43
O: 0.57077 -0.04146 -2.22510  -0.44
N: 1.09295 -0.94701 -3.01767  0.20
C: 2.42839 -0.92105 -3.20265  -0.20
C: 3.07306 -1.80531 -4.02598  -0.85
C: 2.30021 -2.77251 -4.67718  -0.07
C: 0.94817 -2.80981 -4.46056  -0.84
C: 0.28348 -1.90527 -3.59609  0.37
S: -1.36743 -1.95280 -3.24498  -0.39
H: 2.91217 -0.14385 -2.62999  0.42
H: 4.14677 -1.75021 -4.13380  0.38
H: 2.76455 -3.49719 -5.33574  0.33
H: 0.32550 -3.55721 -4.93158  0.38
C: -0.33740 2.96371 3.37607  -1.53
P: -1.20433 2.15823 1.95855  1.39
C: -2.83388 1.88117 2.75042  -1.29
C: -1.59671 3.69061 0.98326  -1.29
C: -2.29937 3.34563 -0.33492  -0.86
P: -1.29006 2.19560 -1.36396  0.99
C: -2.38448 1.98201 -2.81288  -1.31
C: -0.04733 3.35504 -2.06874  -1.58
H: -0.90779 3.79173 3.81036  0.44
H: 0.63633 3.33487 3.04889  0.35
H: -0.16735 2.21088 4.14826  0.37
H: -3.19698 2.77350 3.27060  0.44
H: -2.74435 1.05107 3.45268  0.30
H: -3.54859 1.57523 1.98492  0.18
H: -0.64226 4.19059 0.78049  0.35
H: -2.20173 4.38739 1.57627  0.50
H: -2.54826 4.25083 -0.90247  0.48
H: -3.23273 2.81127 -0.13307  0.33
H: -2.68926 2.93569 -3.25625  0.43
H: -3.26748 1.42067 -2.50335  0.32
H: -1.85497 1.37341 -3.54747  0.29
H: -0.51063 4.21703 -2.56020  0.40
H: 0.54933 2.79822 -2.79289  0.35
H: 0.62597 3.70799 -1.28560  0.35
S: -1.57897 -1.68464 2.30587  -0.37
C: -3.29621 -1.41294 2.29586  0.31
C: -3.97188 -1.80089 3.50704  -0.10
N: -4.47789 -2.10578 4.49839  -0.64
C: -4.04774 -0.86421 1.29207  0.35
S: -3.47845 -0.30066 -0.25536  -0.24
C: -5.45960 -0.70542 1.51298  -0.06
N: -6.59434 -0.55008 1.65684  -0.66

Atoms 1-6, force components in eV/Å:
Ca -0.3729 0.2888 -0.2587
C 0.0026 -0.0059 0.0312
C -0.0087 0.1354 -0.1054
O 0.1754 -0.1866 0.0794
C 0.0195 -0.0629 0.0403
C -0.0351 0.0179 -0.0061

---

5.
The following is a quantum chemistry calculation of an isolated ion of composition C15H13F2O6S3 and charge -1 in a non-equilibrium geometry, from the OMol25 dataset.

The value obtained for the orbital gap is 5.73 eV. As for the SMILES: O=S(=O)(c1ccccc1)C(F)(CC=[S@](=O)([O-])F)S(=O)(=O)c1ccccc1. Its net charge is -1. Its spin multiplicity is 1. The HOMO energy comes out at -3.202 eV.

Each line ends with the Mulliken charge.
CARTESIAN COORDINATES (ANGSTROEM)
F: 1.14042 -5.78132 0.17926  -0.30
S: 1.89076 -4.44314 -0.39526  1.11
C: 0.86229 -3.26892 0.34383  -1.07
C: 1.12103 -1.83974 0.07000  -0.67
O: 3.18377 -4.51129 0.23201  -0.64
O: 1.75917 -4.48347 -1.82872  -0.60
H: 0.67515 -3.52761 1.38020  0.29
H: 1.79115 -1.51955 0.89249  0.28
H: 1.55266 -1.84098 -0.95920  0.47
F: -0.70814 -0.70005 1.16867  -0.39
C: 0.03803 -0.81139 0.00578  0.72
S: -1.14089 -1.04053 -1.53011  1.29
C: -2.33093 0.34727 -1.69681  0.33
C: -2.19219 1.29438 -2.71057  -0.14
C: -3.16334 2.29071 -2.82143  -0.58
C: -4.26374 2.30326 -1.96571  -0.41
C: -4.40934 1.30591 -1.00164  -0.58
C: -3.46076 0.29132 -0.89436  -0.61
O: -0.22631 -0.89938 -2.64478  -0.62
O: -1.95830 -2.22264 -1.34481  -0.68
S: 0.84920 0.90037 -0.45573  1.46
C: 1.64651 1.37804 1.07538  0.19
C: 0.89927 1.95450 2.09772  -0.50
C: 1.47965 2.08607 3.36393  -0.52
C: 2.80442 1.68933 3.57393  -0.37
C: 3.56054 1.18019 2.51488  -0.50
C: 2.99224 1.06647 1.24440  -0.46
O: 1.89091 0.77229 -1.44299  -0.66
O: -0.21707 1.86885 -0.62866  -0.66
H: -1.34260 1.24347 -3.39066  0.42
H: -3.03289 3.05408 -3.58453  0.36
H: -5.01456 3.08133 -2.05579  0.37
H: -5.25460 1.28518 -0.32050  0.37
H: -3.56981 -0.53971 -0.19855  0.41
H: -0.12982 2.25724 1.91500  0.41
H: 0.87730 2.47960 4.18471  0.36
H: 3.25013 1.77287 4.56771  0.35
H: 4.58722 0.84248 2.65954  0.37
H: 3.56346 0.68453 0.40136  0.41

Atoms 1-6, force components in eV/Å:
F 0.5338 0.3880 -0.4471
S -2.5864 1.9036 1.6127
C -0.8564 -1.6215 -0.4446
C 1.1494 -0.8547 -0.7321
O 0.7015 -0.7144 -0.5469
O 0.6820 -0.2446 0.3293